Entry 1:
Below is a structure of composition C32H36AsNiO2Sb2, with properties calculated with the ωB97M-V functional and the def2-TZVPD basis.

```
74
Properties=species:S:1:pos:R:3:forces:R:3
H 1.18079 3.57754 1.13731 -0.01 -0.02 -0.01
H 5.49051 5.97288 0.64624 0.00 0.00 0.00
C -0.72553 -4.99669 -0.06685 0.01 0.02 0.00
H -0.75442 3.89180 -3.59188 0.00 0.00 0.00
H 4.15481 -1.07084 -0.29166 0.00 0.02 0.01
C -3.85976 1.27518 1.55150 0.00 -0.01 0.00
C -3.80751 -2.94641 3.41290 0.00 -0.01 0.00
C -2.77754 -1.29963 -2.84505 0.00 0.00 0.00
H -4.06832 2.34652 1.57857 0.01 0.00 0.01
H -1.58465 5.41165 -0.25384 0.01 0.00 -0.01
C 3.50567 2.99164 -0.85161 -0.12 0.04 0.06
C -0.59931 -1.51284 -1.83802 0.01 0.01 0.05
C 4.94784 5.13495 0.23013 0.01 -0.01 -0.01
H -4.45356 -1.72552 -1.59127 0.00 0.00 0.00
H -4.71562 0.78039 1.09810 0.00 0.00 0.00
H 2.85886 0.14486 2.35205 0.00 -0.01 -0.01
C 4.89548 3.06068 -0.95468 0.00 0.01 -0.02
H 1.00532 3.85506 -3.36198 -0.01 0.01 -0.01
H 1.03761 5.08359 0.28000 0.01 0.00 0.01
H 0.06863 5.24879 -2.78956 0.00 0.00 0.02
C 3.57022 5.07545 0.34801 0.02 0.02 -0.02
C -4.45040 -2.34973 1.16834 0.01 0.00 -0.01
H 2.01896 -4.00216 1.65783 0.00 0.00 0.00
C 1.34453 4.04303 0.15887 0.08 -0.04 0.06
H -5.83681 -2.75294 2.74761 0.00 0.00 0.00
C 2.82519 4.01406 -0.16767 0.01 -0.09 -0.07
H -3.69968 0.91746 2.56500 0.00 0.00 0.00
H 2.68404 -6.32606 1.16610 0.00 0.00 0.00
H 2.03609 2.11936 -2.17940 -0.01 0.00 -0.01
O -2.70283 1.03144 -0.54608 -0.08 0.07 0.05
C -1.39373 -1.21884 -2.94600 0.01 0.02 -0.01
C -2.12004 -2.53330 1.76496 -0.02 0.02 0.00
H 2.79042 -2.12556 0.14865 0.01 0.00 -0.01
C -3.10788 -2.27185 0.80982 0.00 0.00 0.02
H 0.47715 -1.55681 -1.95267 0.01 -0.02 -0.01
C -1.19625 -1.84412 -0.61513 -0.05 0.02 -0.05
H 3.01292 -1.62063 -1.53604 0.01 0.00 0.00
H -4.08642 -3.21113 4.42419 0.00 0.00 0.00
C 5.61880 4.11246 -0.42100 -0.01 0.02 0.01
H -1.68775 -4.63139 -0.40768 0.00 0.00 0.00
H -3.39196 -1.08668 -3.70947 0.00 0.00 0.00
H -1.96300 4.03767 0.81021 0.00 0.00 0.00
C -0.35024 -6.30186 -0.33898 0.00 0.00 0.00
C -2.64046 1.04769 0.71960 0.00 0.06 0.00
O -1.49973 0.88469 1.25965 0.05 0.06 0.00
C 1.73004 -5.95382 0.81664 0.00 -0.01 0.00
C -4.79376 -2.68855 2.46758 0.00 0.00 0.00
H 3.50803 1.64535 1.63826 0.00 0.00 -0.01
C -1.81267 4.34766 -0.22303 0.01 0.01 -0.02
C -3.37497 -1.66175 -1.64966 0.00 0.00 0.00
C 0.05926 4.16879 -2.92475 0.03 0.03 0.00
C -2.59595 -1.91751 -0.52626 0.00 -0.01 0.00
H -5.22890 -2.14939 0.44270 0.00 0.00 0.00
Sb 1.90354 0.39886 -0.13014 -0.06 0.07 0.03
H 1.16808 -7.80065 -0.11176 0.00 0.00 0.00
C 2.82137 1.81325 -1.48631 0.06 0.02 0.09
C 2.61934 1.02850 1.76331 0.01 -0.01 0.02
C 0.12884 -4.16020 0.64678 -0.02 -0.02 -0.02
H -1.70206 -3.05810 3.80762 0.00 0.00 0.00
H -1.01618 -6.95094 -0.89244 0.00 0.00 0.00
H -0.92938 -0.97097 -3.89168 0.00 0.00 0.00
C 0.87864 -6.78021 0.10175 0.01 0.00 0.00
H 3.05065 5.87183 0.86799 0.00 0.00 0.00
Sb -0.22002 3.21645 -1.04677 -0.19 0.01 -0.09
H 3.54099 1.24674 -2.07800 0.00 -0.01 0.01
H -2.71842 4.14641 -0.79165 -0.01 0.00 0.01
C 1.35466 -4.64350 1.08870 0.00 0.01 0.00
C -2.46608 -2.86319 3.06518 0.01 0.00 0.00
H 1.84206 1.59032 2.27624 0.01 0.00 0.01
H 6.69519 4.13791 -0.52420 0.00 0.00 0.00
C 3.11277 -1.31042 -0.49676 -0.01 -0.01 -0.01
As -0.32241 -2.31105 1.07333 0.05 0.02 0.02
Ni -0.70029 0.66276 -0.57803 0.14 -0.25 -0.10
H 5.41720 2.27159 -1.48381 0.00 0.00 0.00
```
Forces are in eV/Å.

Calculated values
Net charge   +1
Electronic energy   -152814.742 eV
Spin multiplicity   3


Entry 2:
Below is a cluster of 6 separate species, C6H25N2O5 in total in a non-equilibrium geometry, with properties calculated with the ωB97M-V functional and the def2-TZVPD basis.

```
38
Properties=species:S:1:pos:R:3:forces:R:3
O -1.17938 2.36448 0.92644 -0.25 0.18 0.12
H -1.45450 -2.50158 -0.66915 -0.18 0.00 -0.10
H -2.10167 -1.31654 0.50107 0.31 -0.19 -0.19
H 3.27679 -1.47339 1.47865 -0.72 0.04 0.13
H 2.08115 3.39763 0.39853 -0.83 -0.10 -0.40
C -0.41864 -0.60479 -0.65256 0.83 0.30 -1.54
H 1.14360 0.49326 0.32953 -0.40 -0.63 0.25
N -0.86531 0.76561 -1.16530 1.51 0.00 -0.75
C -2.69489 -0.81830 -1.50616 -0.03 -1.35 0.07
H -0.69476 3.14872 1.20941 0.16 -0.14 -0.02
H 2.20824 -2.69935 2.14694 -0.05 0.49 -0.04
H -0.75160 1.51597 -0.44141 -0.74 -0.50 0.46
H -1.29718 0.67757 3.54041 -0.38 0.04 0.31
H -2.82295 1.08896 3.45924 0.18 -0.04 0.28
H 2.77295 -2.77620 -2.02021 0.26 0.15 -0.53
H -0.17633 1.09872 -1.89694 -0.60 -0.90 0.53
C 0.50320 -0.40446 0.52332 0.57 0.57 -1.08
C 2.21042 -1.67094 1.74417 1.35 -0.73 0.64
N 1.36766 -1.60458 0.56617 -1.76 0.70 0.50
O 3.10620 -1.90166 -1.77429 -0.40 -0.52 0.60
H 1.72083 -0.13842 -1.77132 0.84 0.04 -0.57
H -2.80367 -1.41271 -2.43258 0.69 0.58 0.13
H -2.89862 1.25891 -1.06828 0.24 0.39 -0.48
C -2.23547 0.64668 -1.68259 -1.19 -0.67 -0.33
H 0.21211 -1.05102 -1.45100 -0.71 0.26 0.19
O 1.57358 0.55893 -2.42794 -0.63 0.36 0.20
H -3.70487 -0.93913 -1.09255 0.27 0.59 0.10
H 0.70331 -2.38271 0.50861 0.66 -0.02 0.35
O 1.47181 3.22836 1.13984 1.62 0.29 -0.23
H 2.83534 -1.91864 -0.83631 0.07 0.43 -0.16
H -2.21955 0.88286 -2.74811 -0.32 0.45 0.32
H -0.19090 -0.11649 1.31763 0.58 -0.58 0.95
O -2.04362 0.84052 2.95217 0.18 -0.15 -0.34
H 2.15537 3.37635 1.81264 -0.65 -0.11 0.63
H 2.41857 0.92554 -2.69533 0.21 -0.25 0.04
H 1.94902 -0.97456 2.55590 -0.17 -0.22 -0.31
C -1.67694 -1.44946 -0.50954 -0.47 1.02 0.50
H -1.47932 1.88585 1.73091 -0.02 0.24 -0.24
```
Forces are in eV/Å.

Calculated values
Net charge   +1
Energy relative to the best compared isomer or geometry (same formula, charge and spin)   31.5 kcal/mol
Electronic energy   -19839.645 eV


Entry 3:
Below is a cluster of 2 separate species, C4H9NS2 in total in a non-equilibrium geometry, with properties calculated with the ωB97M-V functional and the def2-TZVPD basis.

```
16
Properties=species:S:1:pos:R:3:forces:R:3
H -1.80747 1.02035 0.41116 0.54 0.27 0.39
H 0.04197 0.01771 1.96916 -0.23 -0.44 -1.22
H -0.36360 0.93412 -0.69928 -0.53 -0.39 0.41
H 0.53040 1.69188 -0.27219 4.31 -1.69 2.44
C 2.26220 -0.10092 0.11473 0.56 0.47 -0.17
C -0.32407 -0.51372 1.03670 2.53 1.29 1.10
C -1.82009 -0.66492 -0.88330 1.21 1.72 -2.29
H -1.12854 -1.16711 -1.69691 -1.27 0.58 2.07
H -2.50557 -0.01990 -1.52639 0.23 -1.27 0.99
H -0.89899 -1.32806 1.40518 -1.10 -0.41 0.09
H 2.48039 1.88943 -0.12959 0.08 -0.76 0.75
S 3.81119 -0.56021 -0.32965 -1.10 0.67 0.27
C -1.01494 0.37972 0.02086 -1.69 -2.65 -1.33
H -2.28786 -1.35174 -0.16815 -0.27 0.02 -0.87
S 1.13996 -1.46405 0.33435 -0.42 2.17 0.38
N 1.88504 1.23742 0.41333 -2.85 0.42 -3.02
```
Forces are in eV/Å.

Calculated values
Net charge   0
Energy relative to the best compared isomer or geometry (same formula, charge and spin)   88.6 kcal/mol
Electronic energy   -27450.902 eV


Entry 4:
Below is a structure of composition C5H9Br in a non-equilibrium geometry, with properties calculated with the ωB97M-V functional and the def2-TZVPD basis.

```
15
Properties=species:S:1:pos:R:3:forces:R:3
Br -2.05273 -0.35907 0.01950 -0.47 1.35 -0.58
H 1.41639 -1.17079 -1.60592 0.16 -0.69 -2.12
C -0.20362 -2.16273 0.51512 0.42 -1.22 -1.65
H 1.05522 -0.65151 1.33358 -0.61 -0.91 -1.56
C 1.58991 -0.78079 -0.66582 -1.35 0.71 0.96
H 0.04650 2.82587 -0.39053 -0.28 -0.19 1.06
H -0.62016 -2.65639 1.38525 0.43 0.82 0.42
H -0.48135 -2.69777 -0.37815 -0.11 -0.27 -0.34
C -1.10628 1.10244 -0.62044 0.24 0.48 0.21
H 0.08245 1.62748 1.08562 0.07 0.72 -1.08
C 0.79021 -1.20674 0.33800 1.52 1.12 4.62
H -1.25124 2.59998 0.89162 -1.35 1.32 0.51
H -0.85609 1.22842 -1.66498 -0.47 -0.79 -0.08
H 2.11855 0.14924 -0.52644 0.43 -0.22 -0.13
C -0.52774 2.15234 0.28359 1.40 -2.25 -0.22
```
Forces are in eV/Å.

Calculated values
Net charge   0
Energy relative to the best compared isomer or geometry (same formula, charge and spin)   86.0 kcal/mol
Electronic energy   -75368.567 eV